No. 1
Computed, not measured: C40H42Cl8N2O3P2Si2V as an isolated structure at a distorted geometry, with ωB97M-V/def2-TZVPD.

As for the expectation value of S²: 0.815. The LUMO energy (alpha / beta) is 4.04 / 4.06 eV. For the molecular weight, the calculation gives 1051.47 g mol⁻¹. The calculation puts the relative energy (zero: lowest compared OMol25 entry of this formula, charge and spin) at 426.16 kJ/mol. The value obtained for the total energy is -211489.53826 eV. Its largest force on an atom is 3.1 eV/Å. As for the gap between HOMO and LUMO (alpha / beta): 4.24 / 4.05 eV.

Geometry as ORCA input:
```
! RIJCOSX wB97M-V def2-TZVPD def2/J DEFGRID3
* xyz -2 2
H -1.79613 4.23557 -3.42499
Cl -3.03174 -5.75132 -2.58192
H 2.33483 1.91449 -3.73379
C 3.42116 -2.05138 0.41787
O -2.37144 -0.33810 0.91028
C 4.79153 -2.16261 0.58068
H 6.31187 2.26217 -0.42124
H 2.14277 -3.49125 2.26469
H -6.55210 -2.09604 1.10321
H -0.14478 0.41309 -6.88144
H 6.51988 -1.43796 1.62798
C -5.86715 -1.39131 0.65423
C 0.09543 0.47456 -5.82588
Cl 0.23976 3.09265 1.92425
C 0.41172 -2.79546 1.19610
C 1.05531 -1.66291 4.37770
H 2.13947 2.64087 0.51526
O -2.70765 -1.99375 -1.92199
H 1.14636 5.40456 -2.27560
C 4.73605 -0.40088 2.21606
H -2.39164 0.19970 3.67028
H -0.92655 -0.70425 -2.81401
C 5.27999 1.97440 -0.58849
Cl -4.94148 -3.83363 -1.58067
H 2.05492 -1.74643 3.94776
Si -0.29131 3.49519 -1.57587
C 2.94116 2.19953 -0.06955
Cl -4.05599 -2.42976 2.33324
H -2.00074 -1.49070 3.95155
H 1.90415 1.14300 4.77251
H -1.03164 -6.32634 1.86828
C -2.37982 -2.97769 -2.58293
C 0.73603 0.61591 -3.11890
C 1.15187 -3.73839 1.90481
Cl -2.99837 2.30804 1.97183
H 0.53514 -2.60451 4.20241
Cl -2.88944 1.31555 -1.25625
C -4.55230 -1.35043 1.07926
P 0.89847 -1.05153 0.90127
H -0.99912 4.83786 0.40069
C -5.39948 0.31400 -0.97802
H -2.39556 4.09317 -0.37985
C -3.60533 -0.47381 0.51863
H -1.64603 5.52635 -1.10732
H -1.53287 -0.79090 -5.20655
C 0.82239 1.26557 4.66329
H 2.88726 -2.68189 -0.28495
C -0.67597 -0.20730 -4.89326
H -2.32655 -4.69070 0.52651
H -1.83755 -0.32390 5.27112
C 2.69809 -1.12471 1.16986
H -5.71085 0.96385 -1.78283
C 3.36311 -0.28286 2.05162
H 1.77798 1.77357 -6.13124
C 0.30604 -0.69867 -0.66290
H 3.41301 -0.10029 -2.51158
C 0.62733 -4.99949 2.14976
N 0.19754 -0.03306 1.94910
H -0.39765 3.39689 -4.10740
C -0.63016 -5.33859 1.67187
P 0.89849 0.77520 -1.30514
C -1.12113 3.38527 -3.29180
Si 0.08461 -0.18089 3.67822
H -2.53857 4.52372 2.72605
C -3.63953 -4.08694 -2.75455
C -2.31824 3.50463 2.99863
H 5.35189 -2.88356 -0.00351
H 0.38578 1.27494 5.66816
C -1.35638 -4.42121 0.92584
C -1.70833 -0.46965 4.19412
C 1.49435 1.31134 -4.05718
C 1.18114 1.22972 -5.40675
H 1.20246 -5.71655 2.72566
C -1.44396 4.59748 -0.56351
Cl -4.31224 -3.90808 -4.39546
H -1.71029 2.47387 -3.40020
H 1.83270 4.60370 -0.85364
H 1.16667 -1.53195 5.45825
N -0.09541 1.95652 -0.80315
H -1.39041 -2.44092 0.09619
C -0.35502 -0.14237 -3.54650
H 5.25391 0.25077 2.91044
H 0.63906 2.22482 4.18703
H -2.23356 3.22073 4.03595
C -0.84128 -3.15512 0.69565
V -0.97801 0.71864 0.51162
C 3.65863 0.64797 -1.76642
C -4.09585 0.31929 -0.54262
H 2.04657 3.89112 -2.44923
C -6.28641 -0.54851 -0.35662
O -1.38679 -3.35947 -3.18286
C 5.44854 -1.34479 1.49179
C 4.26120 2.56574 0.14427
Cl -7.95548 -0.55798 -0.84179
C 4.97820 1.00122 -1.53177
H 5.77257 0.51596 -2.08736
C 1.34379 4.43259 -1.81333
H 2.79042 0.45516 2.60181
C 2.63258 1.26139 -1.05103
H 4.49009 3.31843 0.89020
*
```


No. 2
Computed, not measured: C40H42CrNOP2 as an isolated structure at a distorted geometry, with ωB97M-V/def2-TZVPD.

As for the expectation value of S²: 8.773. The LUMO energy (alpha / beta) is 0.49 / 0.39 eV. For the molecular weight, the calculation gives 666.73 g mol⁻¹. The calculation puts the relative energy (zero: lowest compared OMol25 entry of this formula, charge and spin) at 92.75 kJ/mol. The value obtained for the total energy is -92688.79325 eV. Its largest force on an atom is 3.8 eV/Å. As for the gap between HOMO and LUMO (alpha / beta): 5.85 / 7.66 eV.

Geometry as ORCA input:
```
! RIJCOSX wB97M-V def2-TZVPD def2/J DEFGRID3
* xyz 0 6
C 1.25049 3.03925 2.50412
H -7.02275 1.16750 5.40688
C 2.68538 -5.65315 -4.48252
H -0.43474 5.03339 4.41404
C 2.80374 -6.76739 -2.34868
H 1.41331 1.00351 1.90188
H -0.59659 -4.24668 0.08827
H -3.08983 -0.65088 -0.08841
C -6.31913 1.94646 5.10202
C 0.63396 1.14599 -2.69199
C 2.61574 -1.95859 -1.99297
H 3.38377 -2.91741 2.76140
H 0.78032 3.16362 5.16222
C -5.40024 4.16667 5.29709
H 3.25094 -2.30080 0.38036
C -5.39355 1.66772 4.10578
H 1.68565 0.21194 -8.95352
H 0.08797 -0.12772 3.40095
H -0.48281 -4.82525 2.50016
C -1.12410 3.79901 2.76281
H 1.44085 3.67693 3.38195
H 3.59693 0.41399 -7.36362
C 0.01370 3.45388 -2.79716
H 1.84313 -3.67078 -4.48577
C -2.10264 -0.61627 0.42993
H 3.08282 -7.63626 -1.74252
H 1.99564 3.28715 1.72019
H -7.07587 3.46265 6.47191
H 3.25907 0.05144 -4.95551
C 0.28211 -3.96961 0.68151
C 0.34924 -4.28918 2.03642
H -0.64922 4.38702 -0.97031
O -3.74586 2.35346 2.66860
P 0.75581 -0.53493 -3.29102
C 3.04640 -6.77796 -3.72759
C -0.53982 1.58026 4.48282
C 0.23219 0.94322 3.58283
H 1.53121 -4.19266 3.83730
C 0.26608 -0.28747 -7.39536
H 1.01120 0.46884 -0.56771
N -4.54118 2.64816 3.66280
H -5.32104 0.68400 3.63256
H -3.81666 4.59526 3.85184
C 0.47511 1.21019 -1.25561
C 2.45777 -0.81343 -2.68846
C -0.33404 3.45809 -1.43717
C 2.51339 -3.21120 2.18058
C 2.60592 0.17116 -6.98738
C 2.20607 -5.64907 -1.73278
H -0.03647 4.37341 -3.37323
C 1.34787 -3.28069 0.07276
C 1.13179 -0.31990 -5.11169
H -2.14366 0.26128 1.10962
C 1.39337 1.55646 2.85014
H -0.92793 -0.78163 -5.64554
C -0.95919 4.07951 4.21275
C -0.29694 2.95155 5.05120
H 2.06093 -5.67132 -0.64810
H -1.97032 4.27920 4.58384
C 2.40680 -0.02438 -5.62046
C 2.44378 -2.87052 0.83053
C 1.54097 0.05294 -7.88239
H 2.37921 1.39409 3.32328
C 0.43068 2.28360 -3.44907
Cr -0.58175 -0.63991 -1.09235
H -5.30760 5.14540 5.75303
H 3.58230 -2.38509 -1.73799
H 0.62519 2.25712 -4.51926
C 2.08747 -4.54103 -3.86999
H -0.10215 3.79338 0.97017
H -0.75882 3.01262 6.05470
H -2.09587 4.06338 2.35217
C -0.11513 3.34132 1.96408
C 0.06481 -0.49065 -6.02109
C -6.34374 3.21457 5.69995
H 3.50928 -7.65029 -4.20293
H -0.57904 -0.39951 -8.09021
H -2.09118 -1.49155 1.11706
P 1.12180 -2.89850 -1.70768
C 1.47686 -3.92279 2.78366
H 3.22781 -0.06935 -2.91824
C -0.22888 2.28549 -0.70621
C 1.82386 -4.51990 -2.48156
H -1.44815 1.10614 4.86729
H 2.87741 -5.65530 -5.55897
C -4.53325 3.88203 4.25691
H -0.57798 2.18475 0.33070
*
```